# 1
{"formula": "C26H34CrN8O5PS5", "method": "the ωB97M-V functional and the def2-TZVPD basis", "symbols": ["Cr", "C", "O", "C", "C", "C", "C", "C", "C", "N", "N", "C", "O", "C", "C", "C", "C", "C", "C", "C", "O", "H", "H", "H", "H", "H", "H", "H", "H", "H", "H", "H", "H", "S", "C", "S", "C", "C", "S", "S", "S", "C", "N", "C", "N", "C", "N", "C", "N", "C", "C", "H", "H", "H", "H", "H", "H", "H", "H", "H", "H", "H", "H", "N", "C", "P", "O", "O", "C", "N", "H", "H", "H", "H", "H", "H", "H", "H", "H", "H"], "coordinates": [[0.260, -1.289, -0.828], [-3.479, -3.018, -0.490], [-4.266, -2.080, -1.196], [-3.662, -1.246, -2.105], [-4.487, -0.757, -3.105], [-3.994, 0.108, -4.077], [-2.671, 0.470, -4.061], [-1.790, -0.002, -3.071], [-0.426, 0.382, -3.125], [0.505, -0.040, -2.304], [1.777, 0.343, -2.532], [2.598, -0.368, -1.768], [2.142, -1.233, -0.919], [4.019, -0.078, -1.807], [4.506, 1.064, -2.476], [5.844, 1.389, -2.407], [6.726, 0.601, -1.678], [6.258, -0.540, -1.031], [4.925, -0.876, -1.087], [-2.294, -0.869, -2.048], [-1.526, -1.296, -1.095], [-4.188, -3.744, -0.090], [-2.934, -2.561, 0.342], [-2.768, -3.522, -1.151], [-5.520, -1.066, -3.114], [-4.650, 0.474, -4.853], [-2.279, 1.126, -4.824], [-0.114, 1.038, -3.938], [3.813, 1.649, -3.062], [6.208, 2.274, -2.911], [7.773, 0.865, -1.631], [6.947, -1.160, -0.474], [4.543, -1.759, -0.596], [-0.352, -8.159, 2.488], [-0.249, -6.688, 1.768], [0.093, -6.470, 0.070], [0.069, -4.697, 0.042], [-0.179, -4.121, 1.246], [-0.453, -2.386, 1.507], [-0.485, -5.183, 2.616], [0.383, -3.934, -1.440], [-2.128, 0.756, 1.433], [-1.693, 1.555, 0.295], [-1.063, 2.765, 0.808], [-1.973, 3.555, 1.637], [-2.400, 2.703, 2.745], [-3.064, 1.490, 2.284], [-4.210, 1.871, 1.471], [-3.830, 2.702, 0.333], [-2.874, 1.939, -0.468], [-3.148, 3.884, 0.841], [-1.253, 0.478, 2.025], [-2.617, -0.148, 1.061], [-0.736, 3.381, -0.036], [-0.204, 2.486, 1.421], [-3.094, 3.267, 3.380], [-1.517, 2.422, 3.324], [-4.920, 2.430, 2.091], [-4.694, 0.965, 1.095], [-2.562, 2.548, -1.323], [-3.376, 1.044, -0.838], [-3.846, 4.459, 1.459], [-2.836, 4.496, -0.011], [1.432, -1.272, 3.890], [2.623, -0.614, 3.389], [2.019, 0.771, 2.308], [1.510, 1.897, 3.122], [1.166, 0.295, 1.157], [3.588, 1.300, 1.349], [2.971, 1.846, 0.131], [0.542, -2.150, 2.398], [0.775, -0.575, 4.230], [1.635, -1.919, 4.646], [3.214, -1.341, 2.829], [3.249, -0.161, 4.176], [4.187, 0.431, 1.085], [4.211, 2.038, 1.848], [2.695, 2.819, 0.264], [2.071, 1.247, 0.101], [3.528, 1.698, -0.735]], "lowdin_spin": [3.591, 0.001, -0.003, -0.002, 0.026, 0.005, 0.021, 0.014, 0.096, -0.009, 0.015, 0.020, 0.015, -0.001, 0.002, 0.000, 0.003, 0.000, 0.003, 0.029, 0.053, 0.000, 0.000, 0.000, 0.001, 0.000, 0.001, 0.004, 0.000, 0.000, 0.000, 0.000, 0.000, 0.000, 0.001, 0.003, 0.009, 0.005, 0.016, 0.001, 0.033, 0.001, 0.005, 0.000, 0.000, 0.000, 0.000, 0.000, 0.000, 0.000, 0.000, 0.000, 0.000, 0.000, 0.000, 0.000, 0.000, 0.000, 0.000, 0.000, 0.000, 0.000, 0.000, 0.000, 0.000, 0.002, 0.002, 0.032, 0.001, 0.000, 0.001, 0.000, 0.000, 0.000, 0.000, 0.000, 0.000, 0.000, 0.001, 0.000], "e_lumo_ev": [1.93, 1.83], "energy_ev": -141563.075, "homo_lumo_gap_ev": [5.810, 6.015], "spin_multiplicity": 5, "charge": -1, "s_squared": 6.028}

---

# 2
{"formula": "C17H21BI2NO", "method": "the ωB97M-V functional and the def2-TZVPD basis", "symbols": ["C", "C", "C", "O", "B", "C", "I", "C", "C", "I", "C", "C", "C", "C", "N", "C", "H", "H", "H", "H", "H", "H", "H", "H", "H", "H", "H", "H", "H", "H", "H", "C", "C", "C", "C", "C", "C", "H", "H", "H", "H", "H", "H"], "coordinates": [[3.379, -2.261, -1.968], [3.508, -0.761, -2.280], [3.238, 0.170, -1.077], [2.281, 1.133, -1.419], [1.599, 1.848, -0.297], [0.228, 1.102, 0.212], [-0.192, -0.800, -0.684], [-0.705, 1.539, 1.045], [-1.983, 0.850, 1.442], [-0.472, 3.464, 1.866], [2.619, 2.143, 0.939], [2.729, 1.337, 2.076], [3.664, 1.670, 3.053], [4.468, 2.788, 2.891], [4.387, 3.581, 1.819], [3.484, 3.243, 0.899], [2.714, -2.429, -1.125], [2.946, -2.796, -2.809], [4.339, -2.705, -1.721], [4.526, -0.591, -2.627], [2.801, -0.488, -3.053], [4.177, 0.652, -0.787], [2.902, -0.449, -0.239], [1.234, 2.927, -0.756], [-2.633, 0.788, 0.573], [-1.788, -0.141, 1.838], [-2.495, 1.425, 2.208], [2.082, 0.480, 2.202], [3.769, 1.065, 3.945], [5.192, 3.054, 3.647], [3.415, 3.896, 0.039], [-6.016, -1.081, -1.511], [-4.636, -1.175, -1.388], [-4.071, -2.238, -0.698], [-4.887, -3.209, -0.133], [-6.267, -3.117, -0.257], [-6.831, -2.052, -0.945], [-6.456, -0.250, -2.047], [-3.996, -0.420, -1.828], [-2.996, -2.302, -0.600], [-4.445, -4.037, 0.406], [-6.902, -3.875, 0.184], [-7.908, -1.977, -1.038]], "lowdin_charge": [-0.128, -0.218, -0.299, -0.158, -0.777, -0.604, 0.936, -0.848, -0.242, 0.894, -0.184, -0.064, -0.088, -0.191, 0.041, -0.134, 0.032, 0.057, 0.058, 0.092, 0.098, 0.115, 0.084, 0.095, 0.054, 0.048, 0.028, 0.107, 0.086, 0.082, 0.106, -0.100, -0.092, -0.097, -0.097, -0.109, -0.110, 0.097, 0.100, 0.046, 0.098, 0.094, 0.094], "e_lumo_ev": 2.47, "energy_ev": -38386.932, "homo_lumo_gap_ev": 7.603, "charge": -1}

---

# 3
{"formula": "C4H5NO", "method": "the ωB97M-V functional and the def2-TZVPD basis", "symbols": ["O", "C", "C", "C", "C", "N", "H", "H", "H", "H", "H"], "coordinates": [[-1.997, -0.844, 0.758], [-0.977, -0.323, 0.367], [0.326, -0.869, -0.074], [1.360, -0.242, -0.476], [0.730, 1.151, -0.318], [-0.653, 0.993, 0.189], [1.330, 1.743, 0.381], [0.727, 1.656, -1.289], [-1.301, 1.743, 0.381], [0.367, -2.477, 0.399], [0.088, -2.531, -0.318]], "lowdin_charge": [0.062, -0.528, -0.115, -0.002, -0.198, 0.069, 0.114, 0.114, 0.149, 0.164, 0.169], "e_lumo_ev": -0.02, "energy_ev": -7761.062, "homo_lumo_gap_ev": 9.523, "charge": 0, "smiles": "O=C1C#CCN1.[H][H]"}

---

# 4
{"formula": "C12H18CaN2OSSi", "method": "the ωB97M-V functional and the def2-TZVPD basis", "symbols": ["C", "C", "O", "C", "C", "C", "Si", "C", "C", "C", "C", "C", "C", "N", "S", "N", "C", "H", "H", "H", "H", "H", "H", "H", "H", "H", "H", "H", "H", "H", "H", "H", "H", "H", "H", "Ca"], "coordinates": [[3.754, -1.600, 0.193], [2.509, -0.737, 0.306], [1.790, -1.115, 1.459], [0.679, -0.320, 1.770], [-0.530, -0.788, 1.006], [-1.169, -0.097, 0.005], [-0.639, 1.608, -0.457], [-0.411, 2.829, 0.927], [0.988, 1.537, -1.549], [-1.982, 2.385, -1.656], [-2.256, -0.709, -0.715], [-2.717, -1.951, -0.449], [-2.111, -2.651, 0.609], [-2.438, -3.864, 1.069], [-1.470, -4.151, 2.295], [-0.584, -2.845, 2.322], [-1.031, -2.067, 1.328], [3.655, -2.442, 0.869], [3.889, -1.977, -0.814], [4.643, -1.044, 0.464], [1.869, -0.868, -0.580], [2.782, 0.321, 0.390], [0.906, 0.735, 1.575], [0.497, -0.432, 2.835], [-0.783, 2.346, 1.827], [0.642, 3.041, 1.097], [-0.941, 3.758, 0.756], [0.997, 0.726, -2.282], [1.077, 2.481, -2.104], [1.896, 1.457, -0.963], [-2.284, 3.337, -1.233], [-1.659, 2.653, -2.670], [-2.878, 1.780, -1.752], [-2.774, -0.165, -1.489], [-3.536, -2.387, -0.995], [-0.381, 1.215, -3.397]], "lowdin_charge": [-0.032, -0.277, -0.108, -0.158, -0.130, -0.217, 0.604, -0.127, -0.253, -0.180, -0.113, 0.011, -0.340, -0.195, 1.136, -0.188, -0.301, 0.092, 0.077, 0.083, 0.103, 0.108, 0.097, 0.149, 0.061, 0.055, 0.049, -0.047, 0.052, 0.055, 0.067, -0.034, 0.045, 0.067, 0.132, 1.657], "e_lumo_ev": -9.02, "energy_ev": -54898.077, "homo_lumo_gap_ev": 5.844, "charge": 2}

---

What did the third record say?
{"formula": "C4H5NO", "method": "the ωB97M-V functional and the def2-TZVPD basis", "symbols": ["O", "C", "C", "C", "C", "N", "H", "H", "H", "H", "H"], "coordinates": [[-1.997, -0.844, 0.758], [-0.977, -0.323, 0.367], [0.326, -0.869, -0.074], [1.360, -0.242, -0.476], [0.730, 1.151, -0.318], [-0.653, 0.993, 0.189], [1.330, 1.743, 0.381], [0.727, 1.656, -1.289], [-1.301, 1.743, 0.381], [0.367, -2.477, 0.399], [0.088, -2.531, -0.318]], "lowdin_charge": [0.062, -0.528, -0.115, -0.002, -0.198, 0.069, 0.114, 0.114, 0.149, 0.164, 0.169], "e_lumo_ev": -0.02, "energy_ev": -7761.062, "homo_lumo_gap_ev": 9.523, "charge": 0, "smiles": "O=C1C#CCN1.[H][H]"}

---

Which value of charge does entry 1 give?
-1

---

The highest charge belongs to which entry?
C12H18CaN2OSSi